[1]
DFT (wB97M-V/def2-TZVPD) results for C24H26BeCl4F2N5Na2O8S as an isolated structure in a non-equilibrium geometry.

The frontier orbital gap comes out at 1.35 eV. As for the net charge: +1. The calculation puts the strongest force on any atom at 5.944 eV/A. The HOMO energy is -0.319 Ha. As for the total energy: -4582.926629 Ha.

Each line ends with the Mulliken charge.
Cartesian coordinates (Å):
1 O -0.02 -7.45 2.03  -0.462
2 C 0.32 -6.72 1.07  0.450
3 O 1.73 -6.47 0.93  -0.454
4 C -0.80 -6.19 0.06  -0.631
5 C -1.45 -4.79 0.45  0.408
6 C -0.57 -3.66 1.02  -0.520
7 C -1.11 -2.21 1.40  1.451
8 C 0.00 -1.19 1.94  -0.123
9 O -0.19 -0.64 3.05  -0.510
10 N 1.20 -1.01 1.09  -0.182
11 C 0.98 0.08 0.11  0.395
12 O 0.10 -0.04 -0.75  -0.377
13 F 1.84 1.20 0.23  -0.174
14 C -2.60 -1.84 1.20  -0.556
15 C -3.54 -2.99 0.65  -0.675
16 N -4.98 -2.80 0.44  -0.452
17 S -5.43 -4.34 -0.14  0.302
18 N -4.03 -5.33 -0.24  -0.594
19 C -2.99 -4.45 0.28  0.682
20 H 1.91 -5.51 0.82  0.356
21 H -0.27 -6.03 -0.96  0.316
22 H -1.54 -7.04 -0.11  0.403
23 H 0.54 -3.90 1.18  0.023
24 H 1.43 -1.86 0.55  0.381
25 H -3.01 -0.79 1.43  0.848
26 C 0.62 2.44 -3.32  -0.233
27 C 0.53 3.41 -4.31  -0.739
28 C 0.00 3.10 -5.55  -0.380
29 C -0.44 1.80 -5.80  -0.046
30 C -0.34 0.81 -4.82  -0.459
31 C 0.19 1.14 -3.57  0.223
32 N -1.03 1.47 -7.10  0.918
33 O -1.08 2.36 -7.94  -0.551
34 O -1.44 0.32 -7.27  -0.560
35 H 1.03 2.69 -2.35  0.327
36 H 0.87 4.42 -4.10  0.385
37 H -0.07 3.87 -6.32  0.510
38 H -0.68 -0.20 -5.00  0.350
39 H 0.27 0.38 -2.80  0.188
40 Be -2.36 -2.45 -1.19  0.401
41 Cl -2.87 1.62 -4.64  -0.650
42 N -3.58 1.54 -0.35  0.278
43 C -4.61 1.78 -1.22  -0.521
44 C -5.42 2.73 -0.66  -0.432
45 C -4.85 3.09 0.59  -0.619
46 C -3.72 2.34 0.75  -0.320
47 H -2.83 0.88 -0.50  0.070
48 H -4.67 1.25 -2.16  0.328
49 H -6.32 3.14 -1.10  0.410
50 H -5.24 3.82 1.29  0.395
51 H -3.00 2.30 1.56  0.390
52 C -4.24 -2.62 4.20  -0.661
53 O -4.00 -3.50 3.23  -0.400
54 H -5.15 -2.78 4.81  0.307
55 H -3.47 -2.52 4.98  0.262
56 H -4.38 -1.56 3.90  0.233
57 F 0.21 3.96 -8.63  -0.606
58 C 3.97 1.81 2.62  0.843
59 Cl 5.47 0.89 2.55  -0.101
60 Cl 3.34 1.86 4.28  -0.179
61 Cl 4.21 3.45 2.00  -0.079
62 H 3.23 1.32 1.99  -0.426
63 Na 0.72 2.56 4.26  0.910
64 C 8.85 3.72 3.33  -0.898
65 C 8.68 3.38 4.80  -0.213
66 O 7.30 3.25 5.13  -0.469
67 H 8.32 4.65 3.09  0.238
68 H 9.90 3.83 3.07  0.329
69 H 8.41 2.94 2.71  0.256
70 H 9.10 4.18 5.43  0.291
71 H 9.19 2.45 5.05  0.240
72 H 6.94 2.54 4.58  0.225
73 Na -3.11 2.13 -7.21  0.925

***

[2]
DFT (wB97M-V/def2-TZVPD) results for a 12-piece molecular cluster, C67H154F9N9O11 overall in a non-equilibrium geometry.

The frontier orbital gap comes out at 1.59 eV. As for the net charge: +6. The calculation puts the strongest force on any atom at 5.027 eV/A. The HOMO energy is -0.547 Ha. As for the total energy: -4861.758716 Ha.

Each line ends with the Mulliken charge.
Cartesian coordinates (Å):
1 C 0.09 2.55 -2.84  -0.528
2 C -0.43 3.75 -3.67  -1.050
3 C -1.64 3.44 -4.56  0.848
4 C -2.25 4.55 -5.34  -1.011
5 N -3.34 4.11 -6.27  0.430
6 C -2.74 3.18 -7.42  -0.540
7 C -2.45 4.18 -8.52  -0.619
8 C -3.72 5.06 -8.48  -0.651
9 C -3.98 5.32 -7.01  -0.428
10 C -4.44 3.25 -5.58  -1.224
11 H -0.69 2.19 -2.16  -0.189
12 H 0.88 2.87 -2.16  0.594
13 H 0.46 1.75 -3.48  0.197
14 H 0.34 4.18 -4.30  0.485
15 H -0.72 4.48 -2.91  0.284
16 H -2.37 3.08 -3.84  -0.721
17 H -1.34 2.53 -5.09  0.289
18 H -1.55 5.00 -6.04  0.418
19 H -2.63 5.26 -4.60  0.419
20 H -3.49 2.45 -7.72  0.389
21 H -1.89 2.61 -7.06  0.197
22 H -2.19 3.79 -9.50  0.430
23 H -1.50 4.66 -8.28  0.312
24 H -4.53 4.54 -8.99  0.335
25 H -3.60 6.02 -8.98  0.384
26 H -5.07 5.33 -6.88  0.292
27 H -3.59 6.29 -6.73  0.379
28 H -5.27 3.10 -6.27  0.536
29 H -4.78 3.90 -4.77  0.447
30 H -4.03 2.33 -5.16  0.362
31 C 3.27 -0.20 -3.70  -0.256
32 C 4.02 0.78 -4.63  -1.049
33 C 3.52 0.93 -6.10  -0.250
34 C 3.77 -0.51 -6.79  -0.814
35 N 3.36 -0.62 -8.26  0.224
36 C 3.80 0.50 -9.22  -0.523
37 C 2.83 0.47 -10.36  -0.849
38 C 1.50 0.12 -9.80  -0.236
39 C 1.81 -0.46 -8.40  -0.622
40 C 3.82 -2.03 -8.83  -0.834
41 H 3.18 -1.21 -4.09  0.066
42 H 2.26 0.03 -3.35  0.025
43 H 3.84 -0.41 -2.79  0.264
44 H 5.07 0.47 -4.61  0.424
45 H 4.03 1.75 -4.13  0.431
46 H 4.08 1.77 -6.50  0.399
47 H 2.47 1.20 -6.11  0.225
48 H 3.37 -1.39 -6.29  0.331
49 H 4.86 -0.60 -6.75  0.368
50 H 4.84 0.30 -9.49  0.420
51 H 3.73 1.49 -8.78  0.340
52 H 3.05 -0.07 -11.29  0.349
53 H 2.83 1.49 -10.73  0.396
54 H 1.13 -0.76 -10.32  0.284
55 H 0.78 0.94 -9.83  0.289
56 H 1.37 -1.43 -8.17  0.450
57 H 1.37 0.11 -7.57  0.144
58 H 3.67 -2.90 -8.20  0.285
59 H 4.90 -2.02 -8.91  0.380
60 H 3.32 -2.17 -9.79  0.403
61 C 5.21 -4.10 5.33  -1.193
62 C 3.89 -3.60 6.01  -0.674
63 C 3.63 -2.11 5.73  0.789
64 C 2.52 -1.42 6.58  -1.063
65 N 2.12 0.05 6.06  0.852
66 C 3.18 1.16 6.18  0.004
67 C 2.89 1.79 7.51  -0.911
68 C 1.38 1.88 7.49  -0.595
69 C 0.98 0.51 6.98  -0.261
70 C 1.54 -0.05 4.62  -0.717
71 H 5.46 -5.15 5.48  0.406
72 H 6.04 -3.53 5.74  0.380
73 H 5.18 -3.89 4.26  0.184
74 H 3.97 -3.89 7.06  0.410
75 H 2.99 -4.09 5.65  0.292
76 H 3.47 -1.84 4.69  -0.632
77 H 4.58 -1.59 5.88  0.287
78 H 2.96 -1.18 7.55  0.589
79 H 1.56 -1.92 6.73  0.508
80 H 3.18 1.82 5.31  -0.035
81 H 4.14 0.64 6.22  0.075
82 H 3.44 2.73 7.63  0.470
83 H 3.23 1.08 8.26  0.300
84 H 1.02 2.72 6.88  0.054
85 H 0.98 2.08 8.49  0.695
86 H 0.04 0.53 6.43  -0.033
87 H 0.72 -0.04 7.88  0.306
88 H 0.90 0.81 4.43  0.655
89 H 0.98 -0.98 4.60  0.209
90 H 2.39 -0.08 3.95  -0.319
91 C -1.90 3.65 0.13  -0.285
92 C -3.25 4.07 -0.35  -0.275
93 C -4.42 3.45 0.52  -0.668
94 C -4.29 3.77 1.96  -0.080
95 N -5.61 3.60 2.71  0.494
96 C -6.98 4.07 2.08  -0.763
97 C -8.04 4.08 3.22  -0.777
98 C -7.20 4.44 4.46  -0.725
99 C -5.71 4.48 3.98  -0.424
100 C -5.72 2.10 3.16  -0.930
101 H -1.60 4.22 1.01  0.455
102 H -1.08 3.83 -0.57  0.189
103 H -1.88 2.58 0.31  -0.386
104 H -3.40 3.82 -1.40  -0.299
105 H -3.23 5.16 -0.32  0.545
106 H -4.49 2.36 0.44  0.066
107 H -5.42 3.65 0.15  0.601
108 H -4.11 4.82 2.17  0.303
109 H -3.50 3.12 2.33  -0.361
110 H -7.32 3.41 1.28  0.455
111 H -6.79 4.99 1.53  0.573
112 H -8.60 3.16 3.34  0.334
113 H -8.77 4.79 2.84  0.429
114 H -7.36 3.73 5.27  0.333
115 H -7.48 5.43 4.81  0.355
116 H -4.98 4.16 4.72  0.129
117 H -5.33 5.49 3.78  0.646
118 H -5.69 1.47 2.27  0.360
119 H -6.66 1.88 3.67  0.541
120 H -4.90 1.68 3.74  0.063
121 C 6.01 -0.38 0.87  -0.931
122 C 6.02 -0.29 2.35  0.572
123 O 5.19 -0.87 3.08  -0.345
124 N 7.23 0.36 3.05  0.113
125 H 8.08 0.01 2.62  0.447
126 H 7.19 1.36 2.88  -0.086
127 C 7.30 0.13 4.54  -0.715
128 H 6.39 0.53 0.41  0.414
129 H 5.05 -0.68 0.45  -0.154
130 H 6.69 -1.16 0.53  0.459
131 H 8.22 0.60 4.90  0.392
132 H 7.15 -0.94 4.68  0.396
133 H 6.51 0.79 4.88  0.176
134 C 1.32 -3.84 -2.54  -0.823
135 C 1.47 -4.80 -3.75  0.299
136 C 2.42 -5.98 -3.57  -1.093
137 O 2.71 -6.71 -4.76  -0.382
138 C 3.26 -7.94 -4.45  -0.751
139 N 0.16 -5.36 -4.25  -0.145
140 H -0.45 -4.66 -4.64  0.316
141 H 0.30 -6.07 -4.95  0.401
142 H -0.38 -5.71 -3.46  0.338
143 H 0.67 -3.04 -2.89  0.422
144 H 2.24 -3.52 -2.05  0.462
145 H 0.79 -4.26 -1.70  -0.139
146 H 1.96 -4.35 -4.62  0.143
147 H 1.93 -6.46 -2.71  0.396
148 H 3.35 -5.59 -3.17  0.615
149 H 2.45 -8.66 -4.34  0.323
150 H 3.92 -7.95 -3.58  0.332
151 H 3.84 -8.30 -5.30  0.268
152 C -5.05 -2.48 3.78  -1.257
153 C -4.11 -3.69 4.11  0.049
154 C -4.35 -4.85 3.04  0.349
155 O -5.74 -5.25 2.97  -0.340
156 C -5.96 -6.26 1.94  -0.344
157 N -2.63 -3.18 3.93  0.313
158 H -2.51 -2.76 3.03  -0.945
159 H -2.28 -2.63 4.70  0.474
160 H -2.03 -4.00 3.96  0.400
161 H -6.08 -2.77 4.02  0.576
162 H -4.92 -2.09 2.77  0.118
163 H -4.84 -1.63 4.43  0.381
164 H -4.21 -4.15 5.09  0.467
165 H -3.66 -5.68 3.13  0.571
166 H -4.14 -4.48 2.03  -0.544
167 H -7.00 -6.31 1.62  0.320
168 H -5.60 -7.26 2.21  0.324
169 H -5.56 -5.86 1.01  -0.074
170 C 1.24 -3.04 2.91  -0.166
171 C 1.36 -3.88 1.64  1.179
172 C 2.23 -5.19 1.76  -1.119
173 O 2.58 -5.78 0.54  -0.195
174 C 2.85 -7.20 0.53  -0.760
175 N -0.06 -4.32 1.23  0.520
176 H -0.13 -4.80 0.35  0.312
177 H -0.52 -4.88 1.94  0.574
178 H -0.68 -3.53 1.22  -0.613
179 H 0.76 -2.10 2.63  -0.652
180 H 2.22 -2.70 3.26  -0.277
181 H 0.65 -3.52 3.69  0.628
182 H 1.76 -3.28 0.83  -0.394
183 H 1.68 -5.95 2.31  0.448
184 H 3.21 -4.94 2.18  0.500
185 H 2.81 -7.61 -0.48  0.183
186 H 2.11 -7.79 1.07  0.373
187 H 3.89 -7.42 0.78  0.337
188 C -4.86 -3.90 -1.02  -1.287
189 C -4.10 -3.09 -2.12  -0.077
190 C -4.34 -1.58 -1.89  -0.479
191 O -3.55 -0.80 -2.73  -0.492
192 C -3.61 0.59 -2.49  0.443
193 N -2.62 -3.28 -2.04  -0.055
194 H -2.16 -2.92 -2.87  0.421
195 H -2.20 -2.96 -1.19  -0.233
196 H -2.37 -4.25 -2.16  0.436
197 H -5.93 -3.66 -1.04  0.488
198 H -4.46 -3.73 -0.02  -0.187
199 H -4.80 -4.96 -1.24  0.574
200 H -4.22 -3.34 -3.17  0.577
201 H -4.10 -1.38 -0.84  -0.001
202 H -5.38 -1.28 -2.01  0.678
203 H -4.65 0.89 -2.45  0.518
204 H -3.10 1.15 -3.28  -0.446
205 H -3.09 0.74 -1.54  -0.255
206 C 6.47 4.04 2.75  -0.130
207 O 5.36 3.24 2.38  -0.084
208 O 7.64 3.31 2.81  -0.982
209 C 6.52 5.41 1.89  0.662
210 F 5.57 6.29 2.07  -0.241
211 F 7.71 6.08 2.03  -0.272
212 F 6.54 5.07 0.58  -0.295
213 C 3.94 3.56 2.69  -0.827
214 C 3.00 2.45 2.11  0.067
215 H 3.23 1.45 2.49  -0.404
216 H 1.93 2.65 2.14  -0.025
217 H 3.14 2.38 1.03  0.574
218 H 3.80 4.50 2.16  0.537
219 H 3.81 3.54 3.77  0.226
220 H 6.23 4.46 3.72  0.343
221 C -1.03 4.09 4.37  1.550
222 O -1.33 3.62 5.69  -0.508
223 O -1.94 5.12 4.19  -0.916
224 C 0.47 4.47 4.06  0.494
225 F 0.99 5.52 4.71  -0.316
226 F 1.40 3.52 4.39  -0.195
227 F 0.56 4.83 2.77  -0.289
228 C -2.23 2.50 5.80  1.798
229 C -2.33 2.43 7.34  -1.456
230 H -1.53 1.85 7.79  0.130
231 H -2.43 3.39 7.84  0.370
232 H -3.17 1.79 7.64  0.456
233 H -1.81 1.57 5.42  -0.625
234 H -3.21 2.71 5.39  -0.508
235 H -1.27 3.29 3.66  -0.835
236 C -1.73 -0.86 1.05  1.498
237 O -0.31 -0.99 0.90  1.681
238 O -2.17 -2.20 0.93  -1.475
239 C -2.08 -0.06 2.41  -0.258
240 F -3.36 -0.04 2.85  -0.136
241 F -1.37 -0.60 3.41  0.121
242 F -1.78 1.22 2.18  -0.218
243 C 0.46 -0.08 0.09  0.054
244 C 1.91 -0.59 -0.05  -0.177
245 H 2.35 -0.82 0.92  -0.317
246 H 1.81 -1.42 -0.74  -0.577
247 H 2.58 0.17 -0.46  0.674
248 H 0.65 0.86 0.61  -0.152
249 H 0.08 0.18 -0.90  0.041
250 H -2.02 -0.32 0.15  -1.175